The molecule C19H19NO6S2. Source: the Open Molecules 2025 dataset; level of theory: wB97M-V/def2-TZVPD.

Geometry as XYZ:
```
47
Properties=species:S:1:pos:R:3:lowdin_charge:R:1
C 3.7166 -1.2738 -2.9312 -0.06
C 2.8788 -1.6519 -1.6942 -0.24
O 2.5154 -0.4350 -1.0773 -0.03
C 1.6025 -0.4910 -0.0584 -0.41
O 0.9036 -1.4657 0.1924 0.06
C 1.3763 0.7384 0.6892 -0.05
C 1.2560 1.9374 -0.0401 0.00
C 1.1668 3.1447 0.6595 -0.04
C 1.0841 3.1508 2.0679 -0.04
C 1.1776 1.9393 2.7606 0.01
C 1.3659 0.6956 2.0991 -0.20
O 1.5519 -0.4369 2.8072 0.11
C 0.5932 -0.9538 3.6135 -0.39
O 0.8275 -1.6415 4.5758 0.14
C -0.9068 -0.6454 3.3006 -0.05
N -1.3804 -1.2122 2.0358 0.09
C -2.7008 -1.3921 1.7183 -0.50
O -3.5500 -1.3529 2.6004 0.06
C -3.1062 -1.9550 0.3460 -0.51
C -3.3191 -3.4476 0.3759 -0.12
S -1.9577 -1.5304 -1.0390 1.02
C -2.0738 0.2468 -1.1070 -0.71
O -2.7087 0.8543 -0.2734 0.03
C -1.2937 1.0360 -2.0868 -0.47
C -1.5301 2.3855 -2.3727 -0.09
C -0.5961 2.9661 -3.2895 -0.16
C 0.3807 2.0665 -3.6258 -0.38
S 0.1576 0.4572 -2.9390 1.03
H 4.6126 -0.7605 -2.5802 0.08
H 4.0148 -2.1855 -3.4485 0.07
H 3.1732 -0.6708 -3.6929 0.08
H 3.4433 -2.2647 -1.0118 0.12
H 2.0320 -2.2820 -1.9927 0.12
H 1.3169 1.9227 -1.1137 0.07
H 1.1276 4.0430 0.1147 0.09
H 1.0346 4.0946 2.6014 0.11
H 1.1072 1.9885 3.8203 0.12
H -1.0870 0.4260 3.2220 0.12
H -1.5014 -0.9243 4.1911 0.14
H -0.6497 -1.3306 1.3073 0.09
H -4.0889 -1.5226 0.1159 0.12
H -3.6683 -3.8633 -0.5907 0.08
H -4.0900 -3.7188 1.0926 0.09
H -2.3686 -3.9365 0.6551 0.09
H -2.3355 2.9615 -1.9726 0.11
H -0.7063 3.9791 -3.7151 0.12
H 1.2023 2.3107 -4.3100 0.08
```

Calculated values
- Gap between HOMO and LUMO: 0.33044 Eh
- LUMO energy: -0.0089 Ha
- Net charge: 0
- HOMO: -9.2339 eV
- Total energy: -2037.99863 Eh
- Relative energy (zero: lowest compared OMol25 entry of this formula, charge and spin): 0.0 kJ/mol
- Structure (SMILES): CCOC(=O)c1ccccc1OC(=O)CNC(=O)[C@H](C)SC(=O)c1cccs1

A cluster of 2 separate species, C3H7N2 in total. Source: the Open Molecules 2025 dataset; level of theory: wB97M-V/def2-TZVPD.

Geometry as XYZ:
```
12
Properties=species:S:1:pos:R:3:lowdin_charge:R:1
C 0.6380 0.6939 0.3243 0.00
C -0.8470 0.5424 -0.1392 -0.03
C -0.6468 -0.9178 -0.4184 -0.14
N -1.4898 -0.4902 0.5637 0.09
N 0.9502 -0.8379 -0.0164 0.15
H 1.1063 1.2791 -0.4169 0.09
H 0.8886 0.9607 1.3106 0.11
H -0.7173 3.1191 -1.6425 0.09
H -0.9210 -1.5440 -1.1223 0.10
H -1.4815 -0.7411 1.6051 0.19
H 1.4376 -1.2180 -0.8187 0.16
H 1.3004 -1.3894 0.7983 0.18
```

Calculated values
- Gap between HOMO and LUMO (spin up / spin down): 0.31875 / 0.39599 Eh
- LUMO energy (spin up / spin down): -0.2099 / -0.1359 Ha
- Net charge: +1
- HOMO (spin up / spin down): -14.3839 / -14.4740 eV
- Total energy: -227.46813 Eh
- Relative energy (zero: lowest compared OMol25 entry of this formula, charge and spin): 751.5 kJ/mol

A structure of composition C33H32BrN5Sn. Source: the Open Molecules 2025 dataset; level of theory: wB97M-V/def2-TZVPD.

Geometry as XYZ:
```
72
Properties=species:S:1:pos:R:3:lowdin_charge:R:1
Sn -0.0197 0.3957 -2.1126 1.42
C -2.4646 2.2561 -1.1689 -0.21
N -1.0751 1.8930 -0.8873 -0.26
C -0.7603 2.1159 0.4697 -0.29
C 1.8396 2.0861 -0.0018 -0.18
C 3.0298 2.7787 0.5355 0.08
C 3.8807 1.9701 1.1486 0.01
C 3.1684 0.2638 -0.3487 -0.30
N 1.9283 0.9424 -0.6084 0.02
C -3.3958 1.5020 -0.2571 -0.24
C -3.4363 0.1166 -0.3199 -0.07
C -4.1583 -0.6091 0.6081 -0.08
C -4.8503 0.0527 1.6102 -0.07
C -4.8431 1.4367 1.6587 -0.06
C -4.1175 2.1600 0.7278 -0.04
H -2.6730 2.0164 -2.2186 0.11
H -2.5926 3.3344 -1.0270 0.12
H -1.3734 1.5988 1.2048 0.15
H 3.1076 3.8497 0.4731 0.16
H 4.7838 2.2323 1.6683 0.16
H 2.9622 -0.8114 -0.4000 0.17
H -2.8799 -0.3866 -1.1140 0.09
H -4.1782 -1.6870 0.5529 0.11
H -5.4015 -0.5135 2.3439 0.11
H -5.3991 1.9507 2.4267 0.11
H -4.1063 3.2394 0.7639 0.12
Br -1.7868 -2.9614 4.5990 0.79
C -1.2961 -2.7502 2.7816 -0.67
C -1.1432 -1.4703 2.2598 -0.12
C -0.8060 -1.3237 0.9342 -0.07
C -0.6571 -2.4295 0.0958 -0.28
C -0.7635 -3.7132 0.6468 0.00
C -1.0770 -3.8663 1.9816 -0.10
N -0.4031 -2.1564 -1.2454 0.03
C -0.7127 -3.0167 -2.1432 -0.06
C -0.4280 -2.8297 -3.5481 -0.28
C -0.5931 -3.8864 -4.4430 0.01
C -0.2525 -3.6975 -5.7718 -0.02
C 0.2204 -2.4563 -6.1688 -0.01
C 0.3227 -1.4509 -5.2173 -0.13
N 0.0182 -1.6287 -3.9421 -0.04
H -1.3025 -0.6073 2.8868 0.11
H -0.7046 -0.3435 0.4914 0.05
H -0.5832 -4.5958 0.0518 0.12
H -1.1725 -4.8533 2.4050 0.11
H -1.1997 -3.9569 -1.8866 0.14
H -0.9664 -4.8367 -4.0984 0.12
H -0.3584 -4.4989 -6.4841 0.12
H 0.4996 -2.2668 -7.1916 0.12
H 0.6658 -0.4585 -5.4889 0.11
C 4.4879 -0.3341 1.6573 0.03
N 3.4679 0.5764 1.1251 -0.20
C 4.2768 0.6223 -1.3251 0.01
C 2.1731 0.4287 1.9593 0.00
C 1.2162 1.6026 2.0749 -0.13
C 0.7472 2.0234 3.2720 0.01
C -0.1347 3.1432 3.4044 -0.04
C -0.5331 3.8818 2.3458 0.00
C -0.2525 3.4757 0.9819 -0.08
C 0.6652 2.2719 0.8476 -0.25
H 5.3974 -0.2681 1.0633 0.11
H 4.1201 -1.3599 1.6307 0.13
H 4.7377 -0.0748 2.6861 0.13
H 5.2163 0.1253 -1.1020 0.09
H 4.4437 1.6948 -1.3735 0.09
H 3.9536 0.2971 -2.3133 0.10
H 2.4962 0.1884 2.9730 0.14
H 1.6423 -0.4365 1.5476 0.13
H 1.0521 1.5214 4.1809 0.13
H -0.4199 3.4299 4.4045 0.12
H -1.0652 4.8081 2.4933 0.12
H -0.1841 4.2534 0.2336 0.16
```

Calculated values
- Gap between HOMO and LUMO: 0.23781 Eh
- LUMO energy: -0.2440 Ha
- Net charge: +2
- HOMO: -13.1115 eV
- Total energy: -4338.14248 Eh